Here is a cluster of 4 separate species, C25H56NO4 in total from the Open Molecules 2025 dataset. Energies are from ωB97M-V/def2-TZVPD.

```
86
Properties=species:S:1:pos:R:3:forces:R:3:mulliken_spin:R:1
C -4.9981 0.0401 3.0052 -0.02 0.01 -0.01 0.000
C -3.6840 -0.6533 2.6385 0.01 0.07 0.02 0.000
C -2.5850 -0.3123 3.6472 -0.06 -0.08 0.05 0.000
C -1.1381 -0.7404 3.3012 -0.05 0.05 -0.13 0.000
C -0.9594 -1.5123 1.9938 -0.02 -0.03 -0.01 -0.001
C 0.4651 -2.0289 1.7865 -0.03 0.02 -0.06 0.000
C 1.4875 -0.9258 1.5114 -0.02 0.09 0.06 0.000
C 1.2839 -0.2453 0.1442 0.03 0.07 0.05 -0.006
C 2.5073 -0.3127 -0.7822 0.05 -0.19 0.04 0.001
C 2.2207 -0.4219 -2.2905 0.02 0.12 0.02 0.007
C 0.9692 0.3242 -2.7861 0.00 0.15 -0.04 0.007
C -0.2007 -0.6272 -3.0489 0.14 0.02 -0.22 0.017
C -1.4150 0.0423 -3.7592 0.09 0.06 -0.03 -0.020
C -1.6328 -0.5151 -5.1741 -0.12 0.06 0.07 0.026
C -2.6862 -0.2135 -2.9646 -0.04 -0.15 0.11 0.001
N -1.1883 1.5256 -3.7864 0.06 -0.10 0.22 0.430
O -1.6409 2.1412 -2.7605 -0.13 0.04 -0.20 0.524
C 0.0839 2.0884 -4.3720 -0.04 -0.07 -0.03 -0.007
C -0.0503 2.4064 -5.8677 -0.05 -0.06 0.06 0.020
C 0.3693 3.4000 -3.6533 0.13 0.13 0.04 -0.004
C 1.2247 1.0913 -4.0841 0.00 0.02 0.00 0.016
H -5.0477 1.0394 2.5698 0.03 0.04 0.07 0.000
H -5.0905 0.1473 4.0892 -0.05 -0.06 -0.02 0.000
H -5.8634 -0.5148 2.6382 -0.01 0.03 -0.01 0.000
H -3.8421 -1.7345 2.6104 0.08 0.00 -0.03 0.000
H -3.3850 -0.3461 1.6343 -0.04 -0.08 -0.04 0.000
H -2.6163 0.7683 3.8166 0.03 -0.02 0.00 0.000
H -2.8794 -0.7712 4.5942 0.01 0.12 0.04 0.000
H -0.7397 -1.3530 4.1151 0.02 0.02 0.00 0.000
H -0.5124 0.1541 3.2560 0.04 -0.03 0.06 0.000
H -1.6493 -2.3598 1.9661 0.01 -0.01 0.03 0.000
H -1.2343 -0.8731 1.1485 -0.01 -0.02 0.00 0.001
H 0.7704 -2.6088 2.6638 -0.02 0.01 0.00 0.000
H 0.4664 -2.7188 0.9352 0.04 -0.04 0.03 0.000
H 2.4953 -1.3461 1.5729 -0.01 0.01 -0.03 0.000
H 1.4287 -0.1782 2.3056 0.08 -0.04 0.03 0.000
H 0.4168 -0.6909 -0.3484 0.04 -0.07 0.02 0.005
H 1.0201 0.8024 0.3064 -0.08 0.00 -0.09 0.000
H 3.0975 -1.1894 -0.4924 -0.03 -0.03 -0.06 0.001
H 3.1501 0.5461 -0.5847 -0.04 0.05 0.00 0.000
H 3.0896 -0.0274 -2.8238 0.04 -0.09 0.01 0.001
H 2.1527 -1.4760 -2.5772 -0.08 0.01 0.02 0.002
H 0.6685 1.0580 -2.0300 0.00 -0.05 0.00 -0.009
H -0.5347 -1.1048 -2.1264 0.00 0.00 -0.02 -0.006
H 0.1899 -1.4171 -3.6981 -0.05 -0.07 0.07 -0.002
H -1.0863 0.0213 -5.9363 0.25 0.05 -0.10 -0.005
H -1.3329 -1.5620 -5.2132 -0.04 -0.01 0.01 -0.001
H -2.6894 -0.4643 -5.4433 0.02 0.09 -0.01 -0.002
H -2.9462 -1.2690 -3.0763 0.01 -0.01 0.01 0.000
H -3.5081 0.3902 -3.3489 0.00 -0.01 0.04 -0.008
H -2.5488 -0.0006 -1.9066 -0.06 0.07 -0.03 0.008
H -1.0224 2.8536 -6.0805 0.03 0.01 0.00 -0.009
H 0.0880 1.5370 -6.5031 -0.08 -0.13 -0.05 -0.002
H 0.7245 3.1216 -6.1487 -0.03 -0.01 0.01 0.004
H -0.4785 4.0780 -3.7231 0.01 0.01 0.03 0.000
H 1.2311 3.8663 -4.1336 0.02 -0.03 0.03 0.000
H 0.5979 3.2423 -2.6006 -0.06 0.04 0.01 0.008
H 2.1554 1.6615 -4.0204 0.01 -0.05 -0.01 -0.001
H 1.3469 0.3740 -4.9046 -0.04 0.03 -0.02 0.003
C 4.2613 4.3320 0.8814 0.02 -0.03 -0.04 0.000
C 3.6343 3.1084 1.5202 -0.01 -0.01 -0.01 0.000
O 4.2461 1.8963 1.0912 0.08 -0.01 0.06 0.000
H 4.2059 4.2640 -0.2053 -0.01 0.01 0.00 0.000
H 3.7499 5.2409 1.2013 -0.01 0.00 0.01 0.000
H 5.3132 4.4207 1.1630 0.00 0.01 0.01 0.000
H 2.5871 3.0194 1.2295 -0.01 0.01 0.01 0.000
H 3.6691 3.1860 2.6121 -0.02 0.00 0.00 0.000
H 5.1760 1.9179 1.3423 -0.03 0.00 -0.04 0.000
C -7.0196 -1.4938 6.9307 0.03 0.05 0.01 0.000
C -5.7193 -1.9573 6.3036 0.00 -0.01 -0.01 0.000
O -4.6370 -1.0743 6.5762 0.01 0.00 0.05 0.000
H -7.2731 -0.4925 6.5818 -0.01 0.00 -0.01 0.000
H -7.8364 -2.1701 6.6749 0.00 -0.01 0.00 0.000
H -6.9366 -1.4640 8.0198 -0.01 -0.01 0.00 0.000
H -5.8056 -1.9760 5.2169 -0.01 -0.02 0.00 0.000
H -5.4753 -2.9729 6.6340 0.00 0.00 -0.01 0.000
H -4.5073 -1.0335 7.5297 -0.01 0.00 -0.04 0.000
C 5.6228 -3.3756 -0.8950 -0.03 0.03 -0.03 0.000
C 6.5661 -2.2210 -0.6138 -0.03 0.00 -0.01 0.000
O 5.9807 -0.9605 -0.9106 -0.01 0.00 0.08 0.000
H 5.3037 -3.3588 -1.9376 0.00 -0.01 0.00 0.000
H 6.1057 -4.3327 -0.6919 0.01 0.00 0.01 0.000
H 4.7313 -3.3083 -0.2664 0.01 -0.01 0.01 0.000
H 7.4510 -2.2871 -1.2468 0.01 -0.01 0.01 0.000
H 6.9030 -2.2519 0.4287 0.02 0.00 0.00 0.000
H 5.1879 -0.8616 -0.3703 0.01 0.08 -0.07 0.000
```
Positions in Å, forces in eV/Å.

Computed properties:
* multiplicity: 2
* molar mass: 434.73 g/mol
* expectation value of S²: 0.754
* LUMO (alpha / beta): 0.7 / 0.7 eV
* HOMO (alpha / beta): -7.76 / -9.14 eV
* frontier orbital gap (alpha / beta): 8.503 / 9.876 eV

=====

Here is a structure of composition C18H18N4SbSe4W in a non-equilibrium geometry from the Open Molecules 2025 dataset. Energies are from ωB97M-V/def2-TZVPD.

```
46
Properties=species:S:1:pos:R:3:forces:R:3:nbo_charge:R:1
W -0.8597 -0.9549 -0.0016 0.13 0.29 -0.05 0.792
C 0.8035 1.8448 0.0008 0.32 -0.10 0.00 -0.278
N -0.6005 1.3472 -0.0009 -0.09 -0.09 0.00 -0.452
C -1.2825 1.7875 1.2426 -0.13 0.15 0.31 -0.269
C -0.8619 0.8908 2.3788 0.03 0.02 -0.16 0.223
C -0.7756 1.3420 3.6781 0.01 -0.02 -0.01 -0.212
C -0.4138 0.4568 4.6847 0.03 -0.07 0.01 -0.059
C -0.1352 -0.8630 4.3542 -0.03 0.14 0.02 -0.216
C -0.2390 -1.2569 3.0400 0.01 -0.05 -0.05 0.091
N -0.6023 -0.4038 2.0526 0.02 0.20 0.31 -0.531
C -1.2781 1.7923 -1.2448 -0.13 0.15 -0.30 -0.269
C -0.8587 0.8952 -2.3813 0.04 0.02 0.16 0.223
C -0.7842 1.3441 -3.6823 0.01 -0.02 0.02 -0.212
C -0.4251 0.4588 -4.6895 0.03 -0.07 -0.02 -0.059
C -0.1364 -0.8585 -4.3583 -0.03 0.13 -0.01 -0.216
C -0.2283 -1.2500 -3.0425 0.01 -0.03 0.04 0.091
N -0.5900 -0.3972 -2.0541 0.02 0.19 -0.32 -0.529
C 1.8270 0.7464 0.0034 -0.24 -0.05 0.00 0.229
C 3.1693 1.0747 0.0037 0.10 0.00 0.00 -0.222
C 4.1195 0.0678 0.0054 -0.10 0.03 0.00 -0.066
C 3.6777 -1.2484 0.0073 0.04 0.06 0.00 -0.220
C 2.3256 -1.4974 0.0071 -0.01 -0.15 0.00 0.072
N 1.3820 -0.5232 0.0046 0.41 -0.03 0.00 -0.554
H 0.9713 2.4823 0.8698 -0.07 -0.02 0.03 0.255
H 0.9740 2.4783 -0.8705 -0.07 -0.01 -0.03 0.255
H -2.3657 1.7301 1.1189 0.01 -0.09 -0.11 0.259
H -1.0566 2.8300 1.4742 0.07 0.00 -0.05 0.251
H -0.9892 2.3782 3.9055 0.00 0.01 -0.03 0.266
H -0.3398 0.7953 5.7100 0.00 0.00 0.00 0.271
H 0.1633 -1.5800 5.1057 -0.01 -0.02 -0.01 0.275
H -0.0345 -2.2751 2.7508 0.02 -0.03 -0.03 0.231
H -1.0472 2.8342 -1.4741 0.07 0.00 0.05 0.251
H -2.3619 1.7403 -1.1242 0.01 -0.10 0.11 0.259
H -1.0058 2.3784 -3.9101 0.01 0.01 0.03 0.266
H -0.3597 0.7954 -5.7161 -0.01 0.00 0.00 0.271
H 0.1603 -1.5765 -5.1096 -0.01 -0.02 0.01 0.275
H -0.0138 -2.2659 -2.7538 0.01 -0.03 0.04 0.230
H 3.4660 2.1160 0.0024 -0.01 0.00 0.00 0.259
H 5.1753 0.3042 0.0055 0.00 -0.01 0.00 0.268
H 4.3741 -2.0750 0.0090 -0.03 -0.02 0.00 0.271
H 1.9772 -2.5183 0.0094 -0.03 0.02 0.00 0.220
Se -3.7959 -3.8857 2.3555 0.01 0.01 -1.41 -0.154
Sb -3.5979 -3.6694 0.0064 -0.25 -0.22 0.02 1.035
Se -3.1176 -0.6780 -0.0231 -0.23 -0.20 0.02 0.113
Se -0.5616 -3.2026 -0.0187 0.01 -0.03 0.02 0.164
Se -3.8475 -3.9315 -2.3310 0.05 0.04 1.40 -0.147
```
Positions in Å, forces in eV/Å.

Computed properties:
* multiplicity: 1
* molar mass: 911.81 g/mol
* LUMO: -11.3 eV
* charge: +3
* energy relative to the best compared isomer or geometry (same formula, charge and spin): 19.43 kJ/mol
* HOMO: -17.49 eV
* frontier orbital gap: 6.205 eV

=====

Here is a structure of composition C18H19N3O6P2Pd in a non-equilibrium geometry from the Open Molecules 2025 dataset. Energies are from ωB97M-V/def2-TZVPD.

```
49
Properties=species:S:1:pos:R:3:forces:R:3:nbo_charge:R:1
Pd 0.3389 -0.4031 0.1814 -2.07 0.78 2.24 0.835
N -0.0736 0.7838 -4.0073 -0.38 0.66 -0.20 -0.747
C 0.7499 -0.1216 -3.1655 -0.04 -0.39 0.92 -0.618
C 1.6065 -1.0344 -4.0083 0.19 -0.13 -0.18 -0.634
P 1.7590 1.1486 -2.1939 0.59 0.71 0.23 2.345
O 3.2668 0.6422 -2.5068 -0.35 -0.32 -0.19 -1.006
O 1.4569 2.3954 -2.9866 -0.22 -0.03 -0.44 -1.106
O 1.5971 1.2460 -0.7126 0.32 -0.17 -0.68 -1.154
P -0.4869 -1.0909 -2.1722 -0.35 -0.69 -0.89 2.316
O -1.3653 -1.6021 -3.4481 0.28 0.52 0.13 -1.019
O 0.0748 -2.2666 -1.4441 0.48 0.16 -0.39 -1.127
O -1.2886 -0.0797 -1.4004 0.16 0.30 0.45 -1.108
H 0.4937 1.7605 -3.8104 -0.23 -0.04 -0.20 0.478
H -1.0139 0.8490 -3.6013 0.11 0.18 -0.27 0.441
H -0.1327 0.4947 -4.9827 -0.02 -0.04 0.20 0.418
H 2.3783 -0.4799 -4.5390 0.03 -0.03 -0.08 0.232
H 0.9796 -1.5773 -4.7165 0.01 -0.05 -0.02 0.222
H 2.0897 -1.7637 -3.3605 0.05 0.00 -0.05 0.247
H 3.8741 1.1512 -1.9667 0.31 0.14 0.20 0.510
H -1.7157 -2.4709 -3.2628 -0.23 -0.49 0.02 0.514
C -2.1624 4.2174 2.0693 -0.13 -0.03 0.29 -0.209
C -1.5060 3.7696 0.9120 0.12 -0.13 -0.11 -0.220
C -1.0622 2.4808 0.8212 0.08 0.11 -0.21 -0.179
C -1.2820 1.5685 1.8799 0.00 0.13 -0.07 -0.051
C -0.8559 0.2226 1.8213 0.81 -0.74 -0.81 -0.020
C -1.1767 -0.6636 2.8109 0.21 -0.15 -0.28 -0.318
C -1.8774 -0.2201 3.9521 -0.08 0.18 0.07 -0.200
C -2.2472 1.0880 4.0710 -0.06 -0.15 0.17 -0.204
C -1.9805 2.0125 3.0402 0.23 -0.22 -0.38 -0.070
C -2.3927 3.3595 3.1074 -0.04 0.22 -0.01 -0.187
H -2.4867 5.2461 2.1353 -0.04 0.06 0.01 0.210
H -1.3513 4.4591 0.0966 0.08 0.03 -0.12 0.213
H -0.5383 2.1362 -0.0653 -0.08 0.10 0.16 0.235
H -0.9075 -1.7148 2.7454 -0.01 0.16 -0.06 0.213
H -2.1083 -0.9302 4.7327 -0.05 -0.04 0.09 0.210
H -2.7672 1.4349 4.9529 -0.06 0.00 0.09 0.209
H -2.9007 3.7005 3.9996 -0.05 0.03 0.05 0.206
N 3.4997 -6.3181 1.1433 -0.08 0.23 0.02 -0.253
C 3.1689 -5.2166 1.1714 0.40 -1.43 -0.01 0.256
C 2.7804 -3.8681 1.1967 -0.72 2.06 0.15 -0.106
C 2.9771 -3.0467 0.0755 0.26 -0.52 0.46 -0.185
C 2.5993 -1.7270 0.1384 0.31 0.38 0.77 0.052
N 1.9925 -1.1826 1.2251 0.19 -1.23 -0.15 -0.439
C 1.8317 -1.9689 2.3079 0.06 0.80 -0.34 0.061
C 2.2082 -3.2887 2.3454 0.62 -0.71 -0.47 -0.209
H 3.4491 -3.4450 -0.8094 -0.02 0.02 -0.07 0.239
H 2.8484 -1.0398 -0.6693 -0.36 -0.15 0.06 0.234
H 1.4059 -1.4845 3.1778 -0.16 -0.05 -0.12 0.230
H 2.0901 -3.8685 3.2483 -0.08 -0.03 0.02 0.241
```
Positions in Å, forces in eV/Å.

Computed properties:
* multiplicity: 1
* molar mass: 541.73 g/mol
* LUMO (alpha / beta): -1.4 / -1.4 eV
* HOMO (alpha / beta): -7.79 / -7.82 eV
* frontier orbital gap (alpha / beta): 6.437 / 6.466 eV

=====

Here is a cluster of 2 separate species, C15H19Cl2NO3 in total in a non-equilibrium geometry from the Open Molecules 2025 dataset. Energies are from ωB97M-V/def2-TZVPD.

```
40
Properties=species:S:1:pos:R:3:forces:R:3:nbo_charge:R:1
C 2.1946 -1.4687 2.5726 -0.14 -0.13 -0.48 -0.426
C 1.5101 -1.9653 1.5029 0.53 0.20 0.78 -0.141
C 1.0401 -1.0443 0.4163 1.89 0.00 -1.11 -0.521
C -0.3784 -0.5850 0.6251 0.01 -0.85 -0.11 0.009
C -1.4819 -1.3424 0.4994 0.22 0.55 0.20 -0.067
C -1.6671 -2.7996 0.1813 -0.50 -0.03 0.27 -0.257
Cl -0.3835 -3.6335 -0.7163 0.17 0.09 0.02 -0.025
C -2.1707 -3.5752 1.4226 -0.47 -0.01 -0.64 -0.191
C -2.3429 -5.0616 1.1758 0.12 -0.01 0.80 -0.627
Cl -1.2511 -3.2544 2.9166 0.12 -0.09 0.00 -0.053
C -2.8017 -0.6714 0.7511 -0.35 -0.12 -0.03 0.507
O -3.8399 -1.1377 0.3282 -0.04 -0.12 0.01 -0.520
C -2.8380 0.5608 1.5673 0.40 0.24 0.17 -0.230
C -1.7382 1.2947 1.7063 -0.53 -0.42 0.12 -0.221
C -0.5157 0.8619 0.9964 0.07 0.26 0.09 0.509
O 0.3471 1.6623 0.7189 0.15 0.08 0.08 -0.497
H 1.8918 -1.6477 3.6004 0.96 -1.41 0.04 0.202
H 3.1025 -0.8914 2.4073 -0.95 1.51 0.09 0.199
H 1.3625 -3.0388 1.4406 -1.61 0.19 0.50 0.213
H 1.6734 -0.1532 0.4611 -0.12 0.07 0.06 0.250
H 1.2089 -1.4475 -0.5845 -0.41 -0.08 -0.02 0.242
H -2.5417 -2.8365 -0.4693 0.11 -0.03 -0.18 0.264
H -3.1647 -3.1647 1.5920 0.06 0.12 0.21 0.229
H -3.0789 -5.2548 0.3973 0.21 0.09 -0.26 0.225
H -2.7404 -5.4979 2.0929 0.02 -0.07 -0.02 0.227
H -1.3833 -5.5309 0.9761 -0.08 -0.11 -0.22 0.228
H -3.7797 0.8365 2.0219 -0.10 -0.08 -0.14 0.236
H -1.7362 2.1927 2.3081 0.24 0.16 -0.21 0.236
C 1.9859 5.5741 -2.9685 0.20 -0.03 -0.33 -0.410
N 2.5713 4.4038 -3.5927 -0.08 -0.04 0.14 -0.620
C 2.5429 3.1135 -3.1571 0.04 -0.06 -0.05 0.674
C 1.8168 2.8337 -1.8627 0.06 -0.04 -0.09 -0.717
O 3.0875 2.2322 -3.7999 -0.01 -0.01 0.02 -0.629
H 1.2644 6.0353 -3.6456 -0.07 0.05 0.10 0.195
H 2.7647 6.3058 -2.7458 -0.07 0.05 0.10 0.195
H 1.4808 5.3089 -2.0462 0.00 -0.03 0.01 0.213
H 3.0699 4.5240 -4.4599 0.00 0.01 0.00 0.399
H 1.8816 1.7720 -1.6505 0.03 -0.01 -0.04 0.246
H 2.2721 3.3810 -1.0371 -0.11 0.03 0.04 0.229
H 0.7649 3.1093 -1.9427 0.01 0.06 0.10 0.225
```
Positions in Å, forces in eV/Å.

Computed properties:
* multiplicity: 1
* molar mass: 332.23 g/mol
* SMILES string: C=CCC1=C([C@@H](Cl)[C@@H](C)Cl)C(=O)C=CC1=O.CNC(C)=O
* LUMO: -1.4 eV
* energy relative to the best compared isomer or geometry (same formula, charge and spin): 308.14 kJ/mol
* HOMO: -8.33 eV
* frontier orbital gap: 6.895 eV

=====

The DFT total energy results, record by record, are as follows: -36511.14010 -294642.63388 -57790.60377 -48537.96012 eV.